1.
Density functional theory data (the ωB97M-V functional and the def2-TZVPD basis) for a structure of composition C34H63AsN4RuSbSi3 at a distorted geometry.

Properties
Kohn-Sham gap (spin up / spin down): 6.97 / 5.61 eV
largest force on an atom: 0.09749 Eh/bohr
net charge: +3
HOMO (spin up / spin down): -15.6 / -16.6 eV
spin multiplicity: 5
E_LUMO (spin up / spin down): -0.3185 / -0.4028 Ha

Each line ends with the Löwdin charge.
CARTESIAN COORDINATES (ANGSTROEM)
Ru: 0.23844 -0.02741 0.42700  0.899
C: -1.33259 -2.14730 -3.39096  -0.185
Sb: -0.32909 -0.65902 -2.01646  1.464
C: -0.76767 -1.87560 -0.18228  -0.457
C: -1.81199 -1.59713 0.72080  -0.419
C: -2.90333 -2.43767 1.05547  0.026
C: -3.85852 -2.01648 1.98121  0.020
C: -3.75516 -0.69991 2.50218  0.015
C: -2.60078 0.03780 2.17582  -0.111
N: -1.67664 -0.42280 1.38181  -0.035
Si: -0.13995 -3.59807 -0.46882  0.417
C: 1.38124 -3.80695 -1.66063  -0.168
C: -1.46697 -4.66079 -1.19906  -0.179
C: 0.25359 -4.34923 1.20856  -0.146
C: -1.19399 1.47092 -2.35660  -0.486
C: -0.86928 2.34453 -1.21532  -0.396
C: -1.06363 3.73008 -1.38199  -0.023
C: -0.88823 4.64824 -0.32359  0.018
C: -0.34525 4.20344 0.88120  -0.009
C: -0.19584 2.79997 0.99451  -0.124
N: -0.39148 1.88795 0.00219  -0.083
Si: -0.11187 2.06186 -3.91191  0.486
C: 1.58959 2.74638 -3.36212  -0.148
C: -1.03890 3.38764 -4.82550  -0.182
C: 0.22722 0.61682 -5.13245  -0.185
Si: -3.10519 1.34397 -2.78897  0.423
C: -3.61420 0.78673 -4.47718  -0.162
C: -3.87354 3.06170 -2.65317  -0.158
C: -3.83462 0.22223 -1.55735  -0.172
H: -1.12328 -3.11099 -2.98315  -0.055
H: -0.98299 -2.05909 -4.45102  0.043
H: -2.44281 -2.03619 -3.32869  0.039
H: -2.99980 -3.41657 0.62780  0.105
H: -4.75056 -2.58596 2.23279  0.134
H: -4.54025 -0.23262 3.08730  0.126
H: -2.52503 1.04505 2.58264  0.127
H: 1.33850 -3.21657 -2.63023  0.029
H: 1.47528 -4.88637 -1.94135  0.064
H: 2.33042 -3.60404 -1.10239  0.026
H: -2.40994 -4.06158 -1.31003  0.050
H: -1.58842 -5.56202 -0.61075  0.052
H: -1.11006 -5.08752 -2.16400  0.062
H: 1.00778 -3.79053 1.76738  0.031
H: 0.62323 -5.32872 0.95664  0.046
H: -0.64769 -4.41918 1.82376  0.044
H: -1.42311 3.99430 -2.38065  0.078
H: -1.13352 5.69116 -0.49458  0.134
H: -0.24409 4.83771 1.79918  0.143
H: 0.19933 2.37146 1.93883  0.085
H: 1.64392 3.83361 -3.49382  0.054
H: 2.46212 2.27121 -3.90275  0.062
H: 1.69467 2.48948 -2.30889  -0.020
H: -1.10653 4.37038 -4.31925  0.045
H: -2.05316 3.23220 -5.23673  0.039
H: -0.41203 3.67635 -5.72061  0.077
H: 1.22892 0.11278 -4.96486  0.047
H: 0.29594 1.07898 -6.16230  0.072
H: -0.47967 -0.23393 -5.05997  -0.018
H: -3.61044 1.69475 -5.10876  0.037
H: -4.70329 0.50725 -4.43507  0.076
H: -3.04130 -0.03857 -4.98357  0.049
H: -3.38901 3.84688 -3.27354  0.040
H: -3.98919 3.42954 -1.56443  0.080
H: -4.85439 2.93230 -3.11790  0.050
H: -3.70705 -0.83934 -1.74889  0.030
H: -4.91524 0.54860 -1.45649  0.091
H: -3.35262 0.38857 -0.62897  -0.006
C: 3.50985 2.22012 1.69849  -0.132
C: 3.39894 1.88013 0.20098  -0.360
As: 2.50600 0.14587 -0.26195  1.145
C: 3.16791 -0.32156 -2.11808  -0.423
C: 4.56570 -0.78838 -2.42851  -0.127
C: 3.77275 -1.14429 0.75781  -0.366
C: 5.30983 -1.06941 0.78315  -0.120
H: 3.83393 3.25643 1.92496  0.102
H: 4.11590 1.46776 2.18041  0.060
H: 2.53069 2.10074 2.19738  0.031
H: 4.39270 1.79401 -0.26035  0.080
H: 2.73155 2.52467 -0.39735  0.038
H: 2.93723 0.62057 -2.66410  0.033
H: 2.42606 -1.08091 -2.46984  0.006
H: 5.33171 -0.05977 -2.04513  0.104
H: 4.68321 -0.86640 -3.49768  0.087
H: 4.69034 -1.78653 -2.02601  0.068
H: 3.49514 -2.14301 0.36971  0.046
H: 3.32888 -1.15976 1.79846  0.053
H: 5.72402 -1.48372 -0.13983  0.059
H: 5.66464 -1.59773 1.66114  0.087
H: 5.62763 0.00069 0.83014  0.080
N: 0.80146 0.06561 2.43463  0.039
C: 0.82146 0.09181 3.62737  -0.170
N: 0.72498 -0.00795 4.91202  -0.076
C: -0.06926 0.97140 5.64647  -0.122
C: -1.10579 0.27020 6.54933  -0.149
C: -0.44210 -0.84645 7.40542  -0.163
C: 0.40684 -1.83376 6.54306  -0.158
C: 1.40295 -1.06786 5.65885  -0.119
H: -0.58136 1.60899 4.93455  0.116
H: 0.67502 1.58560 6.20921  0.153
H: -1.92844 -0.11355 5.93799  0.108
H: -1.61180 1.08594 7.06526  0.121
H: -1.23856 -1.41190 7.88849  0.115
H: 0.26991 -0.47263 8.18051  0.132
H: -0.30573 -2.46387 6.00277  0.114
H: 0.98139 -2.50374 7.22509  0.136
H: 1.98673 -1.79994 5.08651  0.135
H: 2.18171 -0.56209 6.23962  0.139

=====

2.
Density functional theory data (the ωB97M-V functional and the def2-TZVPD basis) for a cluster of 4 separate species, C2H11NO3 in total at a distorted geometry.

Properties
SMILES string: C=NC.O.O.O
Kohn-Sham gap: 10.63 eV
largest force on an atom: 0.10579 Eh/bohr
net charge: 0
HOMO: -10.1 eV
spin multiplicity: 1
E_LUMO: 0.0180 Ha

Each line ends with the Löwdin charge.
CARTESIAN COORDINATES (ANGSTROEM)
C: 0.05293 1.30777 -0.68168  -0.052
N: 0.96892 0.34674 -0.53403  -0.067
C: 1.73259 0.54748 0.68800  -0.174
H: -0.85464 1.20428 -1.29221  0.057
H: -0.04828 2.10307 0.02537  0.043
H: 1.32014 0.05772 1.59468  0.089
H: 1.84773 1.65823 0.97208  0.101
H: 2.57831 0.06780 0.47106  0.006
O: 5.48717 -2.09735 0.71807  -0.133
H: 6.13548 -1.28392 0.72316  0.088
H: 5.64058 -2.50076 -0.17626  0.045
O: -4.46130 0.88494 -1.53091  -0.065
H: -4.24331 0.44103 -0.72228  -0.035
H: -3.91650 1.68057 -1.58179  0.028
O: -4.35285 -1.14552 0.36760  -0.039
H: -4.23296 -2.01263 -0.04635  0.065
H: -3.65402 -1.25946 1.00549  0.043

=====

3.
Density functional theory data (the ωB97M-V functional and the def2-TZVPD basis) for the molecule C7H9N at a distorted geometry.

Properties
SMILES string: C=Cc1c[nH]cc1C
Kohn-Sham gap: 8.99 eV
largest force on an atom: 0.08091 Eh/bohr
net charge: 0
HOMO: -8.0 eV
spin multiplicity: 1
E_LUMO: 0.0382 Ha

Each line ends with the Löwdin charge.
CARTESIAN COORDINATES (ANGSTROEM)
C: -2.11411 1.36506 -1.08495  0.001
C: -1.05894 0.56731 -1.13498  -0.157
C: -0.39860 -0.01386 0.01071  -0.247
C: -1.13506 -0.44859 1.13947  -0.006
N: -0.10651 -1.02654 1.96247  0.006
C: 1.11414 -0.71937 1.47753  -0.113
C: 0.98925 -0.28598 0.17053  -0.241
C: 2.06001 -0.12015 -0.89279  -0.037
H: -2.56271 1.64929 -0.09334  0.076
H: -2.70482 1.66957 -1.92593  0.041
H: -0.34430 0.55953 -1.95709  0.096
H: -2.21437 -0.46139 1.13882  0.108
H: -0.28562 -1.35825 2.89219  0.134
H: 2.07955 -1.13294 1.81305  0.127
H: 1.99125 -0.89804 -1.63619  0.073
H: 1.68745 0.71410 -1.49781  0.067
H: 3.00340 -0.05976 -0.38168  0.072

=====

4.
Density functional theory data (the ωB97M-V functional and the def2-TZVPD basis) for the molecule C5H6O2 at a distorted geometry.

Properties
SMILES string: CC1=COC=CO1
Kohn-Sham gap: 8.70 eV
largest force on an atom: 0.03238 Eh/bohr
net charge: 0
HOMO: -7.7 eV
spin multiplicity: 1
E_LUMO: 0.0363 Ha

Each line ends with the Löwdin charge.
CARTESIAN COORDINATES (ANGSTROEM)
C: 0.68471 0.33632 2.21419  -0.025
C: 0.34795 0.13030 0.78848  -0.339
C: 1.08485 -0.48133 -0.10238  -0.063
O: 0.66985 -0.73992 -1.40062  -0.040
C: -0.60253 -0.26236 -1.66114  -0.108
C: -1.33190 0.35306 -0.75658  -0.111
O: -0.91545 0.63354 0.52148  -0.002
H: 0.55238 1.41091 2.45474  0.093
H: 1.67561 -0.06804 2.48943  0.092
H: -0.11281 -0.19218 2.81424  0.105
H: 2.08066 -0.85915 0.09882  0.135
H: -0.94951 -0.48525 -2.67327  0.128
H: -2.37994 0.58878 -1.04622  0.136

=====

5.
Density functional theory data (the ωB97M-V functional and the def2-TZVPD basis) for a cluster of 6 separate species, C38H84N4O6 in total at a distorted geometry.

Properties
SMILES string: CC1(C)CCCC(C)(C)N1O.CC1(C)CCCC(C)(C)N1O.CC1(C)CCCC(C)(C)N1O.CC1(C)CCCC(C)(C)N1O.CO.CO
Kohn-Sham gap: 8.34 eV
largest force on an atom: 0.06867 Eh/bohr
net charge: 0
HOMO: -7.8 eV
spin multiplicity: 1
E_LUMO: 0.0181 Ha

Each line ends with the Löwdin charge.
CARTESIAN COORDINATES (ANGSTROEM)
C: -2.88536 -5.99162 0.00387  -0.011
C: -3.07609 -5.23635 1.36839  -0.536
C: -2.57798 -6.21712 2.41818  -0.043
C: -2.10806 -4.04471 1.37272  -0.136
C: -2.64380 -2.95598 0.44022  -0.170
C: -4.10697 -2.65591 0.77908  -0.152
C: -5.07249 -3.79058 0.70872  -0.501
C: -6.36858 -3.35875 1.51813  -0.023
C: -5.41002 -4.19088 -0.69961  -0.023
N: -4.42017 -4.83230 1.60791  -0.086
O: -5.18177 -6.03177 1.63714  -0.039
H: -2.69669 -5.24077 -0.74619  0.059
H: -1.99211 -6.55055 0.01220  0.061
H: -3.68007 -6.68424 -0.23290  0.085
H: -2.62086 -5.73328 3.44769  0.109
H: -3.19304 -7.05753 2.38606  0.049
H: -1.50605 -6.47684 2.20892  0.102
H: -1.93568 -3.58740 2.35460  0.119
H: -1.13977 -4.27788 0.98870  0.103
H: -1.99325 -2.08050 0.63467  0.111
H: -2.55526 -3.12503 -0.60730  0.076
H: -4.62058 -1.82892 0.21031  0.142
H: -4.16893 -2.37645 1.86216  0.129
H: -7.07665 -4.18344 1.59437  0.073
H: -6.86840 -2.57958 0.91709  0.084
H: -6.15832 -3.01056 2.52044  0.075
H: -5.86617 -5.13209 -0.79396  0.072
H: -4.53835 -4.10683 -1.33614  0.073
H: -6.07610 -3.46040 -1.11558  0.080
H: -5.55008 -6.06954 2.54003  0.119
C: 1.14677 -2.13279 -2.43984  -0.022
C: 0.39599 -1.82206 -3.81875  -0.484
C: 1.39930 -2.14528 -4.93137  -0.045
C: -0.86281 -2.68897 -3.92427  -0.160
C: -1.75732 -2.42735 -5.12022  -0.163
C: -2.16075 -0.92240 -4.98629  -0.115
C: -0.96408 0.05053 -4.97311  -0.473
C: -0.30316 0.25525 -6.37376  -0.033
C: -1.40115 1.48637 -4.51618  -0.030
N: -0.03180 -0.37621 -3.87019  -0.048
O: 1.19694 0.41546 -3.79962  -0.066
H: 0.54519 -2.03968 -1.51245  0.079
H: 1.34152 -3.21784 -2.51021  0.088
H: 2.01693 -1.50188 -2.48742  0.055
H: 0.94463 -2.40598 -5.89231  0.067
H: 2.24288 -1.41926 -5.01181  0.088
H: 1.88909 -3.18555 -4.75658  0.117
H: -0.58041 -3.74933 -3.91688  0.121
H: -1.41512 -2.64099 -2.95745  0.120
H: -1.36065 -2.71585 -6.10875  0.112
H: -2.66153 -2.96948 -5.02972  0.091
H: -2.65386 -0.83509 -4.00902  0.123
H: -2.84998 -0.67211 -5.76067  0.109
H: -0.17886 -0.61112 -7.08185  0.088
H: 0.75880 0.67562 -6.34799  0.095
H: -0.79839 1.00871 -6.91062  0.052
H: -1.73554 1.44522 -3.41825  0.110
H: -2.14979 1.76415 -5.15677  0.038
H: -0.55378 2.22542 -4.62458  0.095
H: 1.64508 0.29727 -4.64379  0.057
C: 0.66625 -1.46126 3.05979  -0.037
C: 1.87789 -1.02265 2.24549  -0.477
C: 1.32829 -0.07008 1.14495  -0.022
C: 2.87376 -0.28390 3.21362  -0.136
C: 4.11094 0.12908 2.48025  -0.182
C: 4.84839 -1.09227 1.89519  -0.146
C: 3.96971 -2.06936 1.13805  -0.533
C: 3.87826 -1.66460 -0.35231  -0.034
C: 4.64545 -3.43137 1.28331  -0.058
N: 2.63700 -2.22966 1.79371  -0.052
O: 1.81627 -2.95153 0.82729  -0.071
H: 0.96038 -1.97397 3.99544  0.099
H: 0.05578 -0.58789 3.28584  0.089
H: 0.00741 -2.13134 2.56956  0.038
H: 0.51463 -0.56923 0.65162  0.060
H: 0.90420 0.79174 1.70243  0.080
H: 2.07315 0.40382 0.50648  0.063
H: 2.33349 0.56733 3.68027  0.133
H: 3.16207 -0.95005 3.96844  0.098
H: 3.88824 0.89528 1.63991  0.133
H: 4.82973 0.59932 3.15421  0.107
H: 5.32328 -1.71728 2.65856  0.112
H: 5.61319 -0.68878 1.19847  0.129
H: 3.62009 -0.63729 -0.59670  0.067
H: 3.13733 -2.38175 -0.73970  0.052
H: 4.87217 -1.90148 -0.83410  0.104
H: 5.74487 -3.51202 1.03995  0.106
H: 4.12761 -4.20318 0.69977  0.076
H: 4.45681 -3.75376 2.31731  0.086
H: 1.46075 -3.68234 1.38346  0.113
C: 1.69659 6.43627 0.46110  -0.026
C: 2.26749 5.71890 1.71115  -0.488
C: 3.57296 5.03049 1.35201  -0.052
C: 2.63632 6.69189 2.89606  -0.132
C: 1.35162 7.30638 3.50907  -0.175
C: 0.52809 6.18691 4.09842  -0.169
C: 0.09773 5.17411 3.03198  -0.469
C: -0.50677 4.01945 3.85608  -0.046
C: -1.02560 5.69642 2.05555  -0.017
N: 1.37567 4.68936 2.36257  -0.110
O: 1.23674 3.53443 1.59554  -0.066
H: 1.18759 7.37469 0.68644  0.063
H: 2.53718 6.90414 -0.08621  0.089
H: 1.06109 5.78878 -0.15043  0.068
H: 4.37790 5.72652 1.73318  0.089
H: 3.57755 4.04637 1.88886  0.093
H: 3.76881 4.91024 0.24142  0.085
H: 3.23839 6.04928 3.59505  0.133
H: 3.32772 7.42266 2.60982  0.086
H: 1.59855 8.02450 4.29540  0.105
H: 0.79632 7.88345 2.70374  0.113
H: -0.34512 6.46920 4.74731  0.139
H: 1.18141 5.62823 4.72817  0.101
H: -1.33236 4.40775 4.36114  0.055
H: 0.29933 3.53038 4.47440  0.109
H: -0.81157 3.22357 3.16231  0.069
H: -0.96480 5.30187 1.02391  0.055
H: -1.07112 6.76546 1.83634  0.066
H: -2.03758 5.41178 2.47954  0.095
H: 0.45063 3.61529 0.96513  0.074
C: 2.05943 3.64300 -2.00792  -0.064
O: 0.88543 2.84986 -2.33670  -0.139
H: 2.01220 3.97238 -0.99886  0.028
H: 2.91026 2.96311 -2.12849  0.101
H: 1.99189 4.53817 -2.61870  0.094
H: 1.15631 1.94236 -2.39110  0.048
C: -1.56427 2.53785 -0.08478  -0.115
O: -0.74789 3.64417 -0.49710  -0.205
H: -2.44873 2.58728 -0.71767  0.079
H: -0.96221 1.62577 -0.17961  0.085
H: -1.93742 2.75069 0.87286  0.051
H: -0.17961 3.28014 -1.25670  0.037

=====

6.
Density functional theory data (the ωB97M-V functional and the def2-TZVPD basis) for a cluster of 9 separate species, C5H29N2O8 in total at a distorted geometry.

Properties
Kohn-Sham gap (spin up / spin down): 11.31 / 5.34 eV
largest force on an atom: 0.08902 Eh/bohr
net charge: +2
HOMO (spin up / spin down): -16.9 / -16.9 eV
spin multiplicity: 2
E_LUMO (spin up / spin down): -0.2042 / -0.4234 Ha

Each line ends with the Löwdin charge.
CARTESIAN COORDINATES (ANGSTROEM)
C: 1.91091 1.53635 3.38413  -0.004
C: 1.39803 1.07967 1.95567  -0.343
C: 2.53077 0.30155 1.29980  -0.102
C: 1.94844 -0.22055 -0.00180  -0.058
C: 2.47172 -0.05045 -1.21952  -0.008
N: 1.49861 -0.29610 -2.32434  0.147
N: 1.03884 2.32700 1.26029  0.332
H: 2.81375 2.19677 3.36225  0.109
H: 1.12733 2.09737 3.93820  0.104
H: 2.28392 0.57985 3.78006  0.097
H: 0.50789 0.52382 2.04511  0.140
H: 3.44764 0.90959 1.12808  0.155
H: 2.90233 -0.43843 1.97733  0.136
H: 1.04079 -0.69942 0.21501  0.100
H: 3.44854 0.21744 -1.50982  0.130
H: 0.52439 -0.50325 -1.87126  0.120
H: 1.66321 0.59857 -2.84237  0.168
H: 1.76344 -0.92935 -3.05196  0.127
H: 0.78767 2.14861 0.27070  0.121
H: 1.88261 2.90215 1.18953  0.162
H: -3.30282 0.87881 -1.71571  0.105
H: -3.02499 2.16466 -1.22804  0.089
O: -2.65093 1.27731 -1.09385  -0.079
H: 0.22061 -3.42554 -3.47215  0.078
H: -0.42118 -2.63490 -2.54767  -0.016
O: 0.38695 -2.55334 -3.07976  -0.062
H: -1.44519 -3.44111 1.22062  0.059
H: 0.02740 -3.90467 1.36124  0.066
O: -0.54447 -3.31202 0.88816  -0.029
H: -1.52334 -0.00407 -0.66467  0.075
H: -1.68476 -1.29260 -1.82885  0.051
O: -1.21735 -0.54761 -1.43920  -0.101
H: -0.19362 2.74624 -2.21834  0.073
H: -0.81772 1.31050 -2.01683  0.038
O: 0.00796 1.85537 -1.91577  -0.073
H: -1.86896 3.64475 1.83630  0.032
H: -0.67576 4.32434 1.28838  0.002
O: -1.61513 4.26800 1.16427  -0.010
H: -1.14271 -3.52621 -0.71000  0.027
H: -2.64959 -3.58128 -1.31348  0.122
O: -1.70410 -3.28516 -1.49259  -0.101
H: -3.31021 -2.18631 2.52021  0.033
H: -4.27146 -1.21467 1.80290  0.036
O: -3.56947 -1.84167 1.66979  -0.043

=====

What energy above the lowest of the compared OMol25 structures with the same formula, charge and spin values result from the calculations? In sequence: 0.00 217.91 189.02 187.35 229.84 159.04 kJ/mol.